(P)
Molecular formula: C6H10OS2
Method: DFT, wB97M-V/def2-TZVPD

The geometry in XYZ format:
```
19
Properties=species:S:1:pos:R:3:nbo_charge:R:1
C 1.123 0.795 -0.692 -0.239
C 1.020 -0.459 -0.294 0.310
C 0.118 1.916 -0.375 -0.514
C -1.306 -0.831 0.044 0.307
C 2.016 -1.435 -0.601 -0.656
C -2.344 -1.216 1.049 -0.715
O -0.067 -0.880 0.429 -0.490
S 1.026 3.456 0.141 -0.082
S -1.758 -0.330 -1.501 -0.176
H 2.139 1.008 -1.034 0.219
H -0.449 1.801 0.499 0.216
H 2.074 -2.155 0.286 0.226
H 2.945 -0.890 -0.695 0.235
H 1.644 -1.972 -1.533 0.240
H -2.004 -1.752 1.932 0.235
H -3.136 -1.605 0.422 0.263
H -2.861 -0.399 1.485 0.251
H -0.217 4.115 -0.185 0.133
H -0.547 2.313 -1.143 0.240
```

Summary:
* HOMO-LUMO gap: 8.980 eV
* molar mass: 162.28 g/mol
* E_HOMO: -0.31542 Eh


(Q)
Molecular formula: C6H10OS2
Method: DFT, wB97M-V/def2-TZVPD

The geometry in XYZ format:
```
19
Properties=species:S:1:pos:R:3:nbo_charge:R:1
C 0.666 1.220 0.987 -0.223
C 1.960 0.931 0.979 -0.427
C 1.100 0.008 -1.334 -0.653
C -0.159 0.540 -0.033 -0.042
C -1.670 -1.294 -0.289 -0.589
C -0.659 -0.676 0.590 -0.506
O 2.155 -1.590 0.573 -0.973
S -1.205 2.059 -0.486 -0.082
S 2.473 -0.393 -0.191 1.279
H 0.086 1.967 1.488 0.241
H 2.607 1.407 1.741 0.241
H 0.620 -0.756 -1.943 0.240
H 1.052 0.944 -1.855 0.247
H -1.917 -2.169 0.213 0.217
H -1.321 -1.369 -1.332 0.194
H -2.478 -0.608 -0.283 0.197
H 0.220 -1.300 0.812 0.278
H -1.142 -0.505 1.555 0.208
H -2.387 1.586 -1.192 0.154
```

Summary:
* HOMO-LUMO gap: 9.218 eV
* molar mass: 162.28 g/mol
* E_HOMO: -0.32423 Eh


Relative energy table, unit kcal/mol: (P) 0.0; (Q) 38.6


(P)
Molecular formula: C3H9N2S
Method: DFT, wB97M-V/def2-TZVPD

The geometry in XYZ format:
```
15
Properties=species:S:1:pos:R:3:nbo_charge:R:1
C -0.153 -0.038 -0.008 0.298
C 0.180 1.387 -0.220 -0.383
C 1.402 -2.103 0.156 -0.377
N -1.326 -0.507 0.337 -0.699
N -0.975 2.224 0.165 -0.846
S 0.529 -3.510 0.479 0.229
H 0.765 1.585 -1.067 0.255
H 0.995 1.532 0.525 0.258
H 1.985 -1.833 1.009 0.249
H 1.410 -1.616 -0.742 0.248
H -1.415 -1.383 0.825 0.409
H -0.753 2.836 0.882 0.377
H -2.049 0.104 0.418 0.408
H -1.261 2.822 -0.571 0.379
H -0.165 -3.975 -0.696 0.194
```

Summary:
* net charge: +1
* HOMO-LUMO gap (alpha / beta): 7.792 / 7.794 eV
* molar mass: 105.19 g/mol
* E_HOMO (alpha / beta): -0.47407 / -0.47413 Eh


(Q)
Molecular formula: C3H9N2S
Method: DFT, wB97M-V/def2-TZVPD

The geometry in XYZ format:
```
15
Properties=species:S:1:pos:R:3:nbo_charge:R:1
C 1.263 0.549 0.200 0.447
C -0.727 -1.196 0.531 -0.039
C -1.822 -0.294 0.748 -0.655
N 1.894 0.775 -0.904 -0.787
N 1.210 1.184 1.339 -0.778
S -2.192 0.758 -0.750 0.028
H -0.324 -1.693 1.392 0.210
H -0.506 -1.656 -0.410 0.217
H -1.616 0.345 1.632 0.252
H -2.812 -0.898 0.915 0.319
H 2.149 0.033 -1.569 0.439
H 2.600 1.608 -1.083 0.407
H 0.548 0.909 2.047 0.415
H 1.597 2.179 1.498 0.407
H -2.330 -0.272 -1.531 0.119
```

Summary:
* net charge: +1
* HOMO-LUMO gap (alpha / beta): 7.692 / 7.598 eV
* molar mass: 105.19 g/mol
* E_HOMO (alpha / beta): -0.48280 / -0.48292 Eh


Relative energy table, unit kcal/mol: (P) 10.8; (Q) 0.0